19
Properties=species:S:1:pos:R:3:forces:R:3 method="wB97M-V/def2-TZVPD" total_charge=0 energy_ha=-311.0091 fmax_ha_per_bohr=0.0055 homo_lumo_gap_ev=10.64 smiles=CC(C)[C@H]1C[C@H]1O
C 0.37746 1.97124 0.53191 0.0 0.2 0.0
H 0.81513 -1.92458 -2.09906 0.0 0.1 0.1
H 1.14444 -2.17870 -0.37599 0.0 0.1 -0.1
O -1.46680 0.88478 1.72135 -0.1 -0.2 0.1
H -2.00858 -0.15222 -0.33151 0.1 -0.1 -0.1
H -0.41630 2.35950 -0.10261 0.1 -0.1 0.1
H 0.07866 0.37958 -1.66797 0.0 -0.1 0.1
H 2.12527 -1.03165 -1.30602 -0.1 0.0 0.0
C -1.27635 -0.90305 -0.63529 0.0 0.0 0.0
C 0.67179 0.49749 0.37677 0.1 -0.1 -0.1
C 0.12459 -0.30666 -0.81143 0.0 0.0 0.0
H 1.69696 0.22607 0.62881 -0.2 0.0 0.0
H -1.26643 -1.70751 0.11395 0.0 0.1 -0.1
H 0.46281 1.01336 2.52449 -0.1 0.0 -0.2
C -0.08404 1.02085 1.57943 0.3 0.1 0.1
H -1.65883 -0.05033 1.86147 0.0 0.2 0.0
H -1.61133 -1.34661 -1.57978 0.1 0.0 0.1
H 1.18092 2.67094 0.74247 -0.1 -0.1 0.0
C 1.11064 -1.42249 -1.17099 0.0 0.0 0.0